DFT (ωB97M-V/def2-TZVPD) results for a molecular structure, C18H36MgO10S4.

Last column: natural (NBO) charge in e.
Geometry (Å):
Mg: 0.180 -0.202 0.633  1.78
O: 1.772 0.732 1.280  -1.08
C: 1.386 1.202 2.537  -0.07
C: 0.213 0.436 3.187  -0.08
O: -0.804 0.006 2.335  -1.07
H: 1.062 2.261 2.370  0.10
H: 2.160 1.228 3.327  0.13
H: -0.142 1.014 4.063  0.13
H: 0.667 -0.482 3.639  0.11
C: -4.685 -2.095 0.925  -0.40
C: -4.752 -1.262 -0.366  -0.41
C: -3.727 -1.839 -1.324  -0.67
S: -2.350 -2.289 -0.279  2.20
O: -1.450 -1.179 -0.239  -1.02
O: -1.872 -3.597 -0.633  -0.93
C: -3.218 -2.286 1.291  -0.68
H: -5.157 -3.066 0.767  0.21
H: -5.204 -1.578 1.731  0.23
H: -4.533 -0.206 -0.197  0.22
H: -5.760 -1.314 -0.778  0.23
H: -3.364 -1.150 -2.084  0.26
H: -4.030 -2.765 -1.814  0.24
H: -2.810 -1.428 1.830  0.30
H: -3.021 -3.234 1.782  0.26
C: 1.718 2.271 -2.944  -0.40
C: 3.176 2.127 -2.466  -0.40
C: 3.263 0.831 -1.666  -0.72
S: 1.976 -0.228 -2.309  2.21
O: 0.984 -0.388 -1.286  -1.01
O: 2.524 -1.397 -2.934  -0.94
C: 1.352 0.922 -3.519  -0.67
H: 1.668 3.044 -3.713  0.22
H: 1.084 2.586 -2.116  0.22
H: 3.542 2.988 -1.915  0.23
H: 3.797 2.011 -3.361  0.20
H: 3.072 0.947 -0.591  0.32
H: 4.204 0.295 -1.769  0.25
H: 0.304 0.706 -3.706  0.26
H: 1.958 0.740 -4.409  0.24
C: 3.814 -3.547 -0.330  -0.40
C: 4.012 -2.172 0.337  -0.41
C: 3.416 -2.277 1.729  -0.69
S: 1.861 -3.066 1.404  2.22
O: 0.976 -2.035 0.951  -1.03
O: 1.464 -3.939 2.463  -0.93
C: 2.377 -4.001 -0.032  -0.68
H: 4.542 -4.237 0.097  0.20
H: 3.980 -3.484 -1.404  0.24
H: 3.479 -1.402 -0.212  0.22
H: 5.076 -1.939 0.372  0.22
H: 3.221 -1.291 2.153  0.30
H: 3.956 -2.940 2.405  0.23
H: 1.680 -3.829 -0.848  0.27
H: 2.368 -5.050 0.256  0.25
C: -1.517 4.513 0.755  -0.42
C: -2.853 3.937 1.264  -0.40
C: -2.772 2.429 1.022  -0.71
S: -1.890 2.242 -0.516  2.20
O: -2.754 1.887 -1.618  -0.95
O: -0.754 1.425 -0.229  -1.00
C: -1.410 3.964 -0.655  -0.66
H: -0.699 4.152 1.377  0.24
H: -1.559 5.599 0.702  0.23
H: -3.709 4.379 0.750  0.21
H: -3.004 4.124 2.327  0.23
H: -3.723 1.901 0.985  0.25
H: -2.164 1.936 1.790  0.31
H: -2.127 4.380 -1.366  0.24
H: -0.470 3.978 -1.208  0.25

E_HOMO = -6.634 eV
lowest unoccupied orbital energy = 0.34 eV
spin multiplicity = 1
orbital gap = 0.256 Ha

DFT (ωB97M-V/def2-TZVPD) results for 3 unconnected molecules or ions with the total composition C18H36N2O4.

Last column: natural (NBO) charge in e.
Geometry (Å):
C: -3.466 0.714 2.014  -0.28
O: -2.986 -0.631 2.426  -0.58
C: -3.108 -1.601 1.319  -0.08
C: -2.509 -3.108 1.725  -0.43
C: -0.850 -2.938 1.605  -0.42
C: -0.391 -3.317 0.075  -0.42
C: 1.204 -2.917 -0.099  -0.44
C: 1.541 -1.959 -1.371  -0.44
C: 1.783 -0.375 -1.053  -0.28
C: 0.394 0.551 -1.162  0.26
N: -0.688 1.297 -1.208  -0.35
C: 2.657 -0.062 0.313  -0.28
C: 3.424 1.395 0.010  0.25
N: 3.876 2.600 -0.190  -0.33
C: 1.786 0.129 1.672  -0.48
C: 2.243 -0.732 2.977  0.10
C: 2.660 0.231 4.279  -0.65
O: 3.306 -1.718 2.777  -0.73
H: -4.610 0.877 2.253  0.18
H: -3.229 0.830 0.859  0.19
H: -2.874 1.521 2.641  0.20
H: -4.229 -1.657 0.985  0.18
H: -2.474 -1.182 0.397  0.17
H: -2.821 -3.936 0.959  0.22
H: -2.791 -3.334 2.839  0.23
H: -0.280 -3.562 2.441  0.22
H: -0.639 -1.810 1.847  0.20
H: -0.988 -2.775 -0.773  0.22
H: -0.486 -4.504 -0.010  0.21
H: 1.581 -2.550 0.944  0.23
H: 1.764 -3.953 -0.298  0.22
H: 0.632 -2.063 -2.138  0.28
H: 2.483 -2.373 -1.955  0.23
H: 2.461 0.035 -1.947  0.27
H: 3.514 -0.854 0.343  0.28
H: 0.612 -0.051 1.544  0.26
H: 1.870 1.280 1.979  0.25
H: 1.291 -1.342 3.363  0.20
H: 1.794 1.014 4.525  0.23
H: 2.774 -0.531 5.185  0.23
H: 3.673 0.742 3.995  0.21
H: 4.151 -1.205 2.579  0.46
C: -0.073 4.755 -0.692  -0.63
C: -1.278 5.491 -0.144  -0.06
O: -0.999 5.974 1.162  -0.72
H: 0.193 3.916 -0.041  0.22
H: -0.273 4.372 -1.697  0.21
H: 0.799 5.415 -0.733  0.20
H: -2.141 4.822 -0.084  0.18
H: -1.543 6.340 -0.783  0.15
H: -0.236 6.574 1.096  0.46
C: -0.736 -0.106 -6.013  -0.63
C: -1.413 -0.807 -4.854  -0.06
O: -0.485 -1.008 -3.799  -0.74
H: 0.111 -0.696 -6.378  0.21
H: -1.438 0.052 -6.837  0.21
H: -0.336 0.864 -5.699  0.20
H: -1.792 -1.785 -5.167  0.18
H: -2.254 -0.217 -4.475  0.16
H: -0.161 -0.133 -3.523  0.47

SMILES string = COCCCCCC[C@@H](C#N)[C@@H](C#N)C[C@H](C)O.CCO.CCO
E_HOMO = -9.736 eV
lowest unoccupied orbital energy = 0.34 eV
spin multiplicity = 1
orbital gap = 0.370 Ha

DFT (ωB97M-V/def2-TZVPD) results for 9 unconnected molecules or ions with the total composition C18H36N6O18.

Last column: Löwdin charge in e.
Geometry (Å):
C: 6.997 12.720 14.674  0.06
N: 7.619 12.935 13.316  -0.44
O: 8.206 13.993 13.138  0.04
O: 7.425 12.100 12.486  0.08
H: 6.304 13.554 14.811  0.11
H: 7.699 12.794 15.528  0.08
H: 6.546 11.771 14.728  0.08
C: 14.570 7.988 15.128  0.06
N: 15.645 8.783 15.715  -0.44
O: 16.764 8.812 15.159  0.01
O: 15.460 9.256 16.806  0.08
H: 14.654 7.961 14.065  0.08
H: 13.625 8.361 15.395  0.09
H: 14.852 7.037 15.574  0.12
C: 16.625 14.357 10.378  0.06
N: 16.199 14.803 8.997  -0.43
O: 16.345 15.998 8.813  0.06
O: 15.859 13.988 8.146  0.05
H: 16.092 15.035 11.043  0.10
H: 17.714 14.470 10.371  0.11
H: 16.377 13.299 10.471  0.07
C: 15.442 11.544 6.219  0.03
N: 14.311 10.670 6.156  -0.43
O: 14.474 9.507 5.849  0.07
O: 13.184 11.128 6.326  0.04
H: 15.878 11.590 7.174  0.07
H: 15.150 12.577 6.025  0.10
H: 16.249 11.157 5.609  0.11
C: 10.940 8.884 8.658  0.06
N: 12.395 8.590 8.690  -0.39
O: 12.716 7.408 8.624  0.06
O: 13.168 9.488 8.874  0.08
H: 10.507 8.422 9.519  0.10
H: 10.428 8.563 7.730  0.12
H: 10.714 9.960 8.729  0.08
C: 16.536 11.341 13.293  0.06
N: 15.477 12.077 13.984  -0.42
O: 15.019 13.088 13.471  0.04
O: 14.986 11.597 14.981  0.07
H: 17.339 11.953 12.921  0.10
H: 15.947 10.839 12.569  0.07
H: 17.021 10.717 14.041  0.08
O: 13.195 10.254 11.748  0.06
C: 12.694 11.139 11.056  -0.47
C: 13.407 12.306 10.354  -0.05
C: 12.308 12.791 9.355  -0.11
C: 11.036 12.332 10.037  -0.16
O: 11.356 11.159 10.788  -0.01
H: 13.552 13.029 11.205  0.13
H: 14.398 11.895 10.029  0.11
H: 12.246 13.827 9.218  0.10
H: 12.350 12.306 8.412  0.08
H: 10.528 13.056 10.704  0.14
H: 10.320 11.898 9.339  0.11
O: 9.096 13.671 16.884  0.12
C: 10.131 13.766 16.339  -0.52
C: 10.792 15.063 15.977  -0.07
C: 12.156 14.622 15.441  -0.16
C: 11.886 13.241 15.012  -0.18
O: 10.885 12.730 15.896  0.04
H: 10.176 15.602 15.225  0.14
H: 10.777 15.638 16.876  0.12
H: 12.492 15.239 14.573  0.13
H: 12.948 14.725 16.180  0.12
H: 11.436 13.174 13.984  0.14
H: 12.706 12.531 15.067  0.10
O: 16.448 10.209 10.190  0.09
C: 16.365 9.019 10.061  -0.48
C: 15.830 7.972 11.062  -0.08
C: 15.769 6.646 10.304  -0.13
C: 15.994 7.120 8.868  -0.13
O: 16.674 8.415 8.894  0.02
H: 16.502 8.022 11.939  0.13
H: 14.838 8.331 11.375  0.11
H: 16.552 5.992 10.752  0.13
H: 14.803 6.235 10.423  0.09
H: 16.591 6.502 8.164  0.14
H: 15.033 7.279 8.402  0.09

SMILES string = C[N+](=O)[O-].C[N+](=O)[O-].C[N+](=O)[O-].C[N+](=O)[O-].C[N+](=O)[O-].C[N+](=O)[O-].O=C1CCCO1.O=C1CCCO1.O=C1CCCO1
E_HOMO = -10.303 eV
lowest unoccupied orbital energy = 0.00 eV
spin multiplicity = 1
orbital gap = 0.378 Ha

DFT (ωB97M-V/def2-TZVPD) results for a molecular structure, C18H36O18.

Last column: Löwdin charge in e.
Geometry (Å):
C: -22.744 -7.764 4.972  -0.06
O: -22.208 -7.356 3.727  0.01
C: -21.474 -8.221 3.036  -0.53
O: -20.864 -9.230 3.502  0.07
O: -21.440 -7.795 1.783  0.05
C: -20.761 -8.464 0.740  -0.03
H: -23.787 -7.466 5.074  0.09
H: -22.383 -7.134 5.784  0.09
H: -22.604 -8.802 5.275  0.10
H: -21.244 -8.445 -0.237  0.13
H: -20.200 -9.372 0.959  0.04
H: -19.910 -7.821 0.512  0.12
C: -18.958 -6.607 -4.187  -0.07
O: -17.924 -7.544 -3.986  0.02
C: -17.500 -7.803 -2.762  -0.58
O: -17.864 -7.357 -1.633  0.07
O: -16.436 -8.575 -2.970  -0.07
C: -15.573 -8.978 -1.899  0.01
H: -19.355 -6.761 -5.191  0.10
H: -18.767 -5.541 -4.066  0.10
H: -19.814 -6.776 -3.535  0.10
H: -15.087 -9.942 -2.047  0.12
H: -16.279 -9.172 -1.091  0.08
H: -14.971 -8.102 -1.659  0.12
C: -22.683 -11.073 -0.977  -0.09
O: -21.682 -10.561 -1.764  0.08
C: -20.480 -10.261 -1.168  -0.43
O: -20.345 -10.166 0.055  -0.20
O: -19.537 -10.021 -2.078  0.06
C: -18.259 -9.770 -1.523  -0.07
H: -23.087 -10.331 -0.289  0.11
H: -22.520 -11.865 -0.247  0.12
H: -23.497 -11.408 -1.620  0.08
H: -18.116 -10.605 -0.837  0.13
H: -18.266 -8.909 -0.854  0.10
H: -17.483 -9.610 -2.272  0.04
C: -22.964 -9.351 -5.355  -0.03
O: -21.795 -10.048 -4.982  -0.01
C: -20.630 -9.498 -4.769  -0.48
O: -20.321 -8.293 -4.725  0.05
O: -19.752 -10.548 -4.678  0.02
C: -18.366 -10.290 -4.495  -0.03
H: -23.933 -9.731 -5.034  0.09
H: -23.120 -9.234 -6.428  0.10
H: -23.056 -8.308 -5.052  0.11
H: -17.932 -9.744 -5.332  0.11
H: -17.742 -11.178 -4.401  0.12
H: -18.206 -9.669 -3.613  0.03
C: -24.502 -8.836 -1.675  -0.02
O: -24.132 -10.004 -2.434  -0.17
C: -25.130 -10.890 -2.869  -0.54
O: -26.308 -10.828 -2.463  0.11
O: -24.636 -11.809 -3.650  0.03
C: -23.239 -12.063 -3.807  -0.01
H: -23.655 -8.171 -1.502  0.10
H: -24.836 -9.287 -0.740  0.10
H: -25.328 -8.238 -2.060  0.10
H: -22.940 -12.688 -4.649  0.12
H: -23.000 -12.502 -2.839  0.10
H: -22.668 -11.136 -3.874  0.05
C: -20.374 -15.682 3.162  -0.03
O: -20.666 -14.812 2.046  0.01
C: -20.263 -13.555 2.092  -0.55
O: -19.804 -12.956 3.084  0.07
O: -20.599 -12.990 0.906  0.04
C: -20.275 -11.610 0.748  -0.17
H: -19.736 -16.538 2.942  0.09
H: -21.244 -16.044 3.710  0.09
H: -19.827 -15.111 3.913  0.08
H: -19.885 -11.189 1.675  0.14
H: -21.107 -10.952 0.499  0.04
H: -19.495 -11.529 -0.009  0.13

E_HOMO = -8.001 eV
lowest unoccupied orbital energy = 0.44 eV
spin multiplicity = 1
orbital gap = 0.310 Ha

DFT (ωB97M-V/def2-TZVPD) results for 6 unconnected molecules or ions with the total composition C18H36O18.

Last column: Löwdin charge in e.
Geometry (Å):
C: 25.049 -10.981 12.018  -0.04
O: 24.817 -10.065 13.072  0.02
C: 25.880 -9.544 13.654  -0.61
O: 27.012 -9.929 13.490  0.11
O: 25.521 -8.531 14.425  0.03
C: 26.523 -8.013 15.282  -0.04
H: 25.913 -10.704 11.414  0.10
H: 24.137 -11.033 11.438  0.09
H: 25.315 -11.978 12.379  0.10
H: 26.634 -8.484 16.260  0.10
H: 26.258 -6.967 15.419  0.10
H: 27.538 -8.040 14.881  0.08
C: 34.908 -10.435 11.346  -0.04
O: 34.228 -9.985 12.516  0.00
C: 34.461 -10.630 13.656  -0.63
O: 34.968 -11.722 13.778  0.12
O: 34.035 -9.899 14.660  0.00
C: 33.653 -10.544 15.874  -0.02
H: 34.480 -11.385 11.030  0.10
H: 35.988 -10.424 11.450  0.10
H: 34.629 -9.734 10.559  0.09
H: 33.071 -9.807 16.422  0.09
H: 34.539 -10.943 16.359  0.10
H: 32.945 -11.359 15.702  0.10
C: 31.119 -6.309 16.471  -0.04
O: 31.449 -6.989 15.265  0.00
C: 30.779 -8.119 15.029  -0.63
O: 29.938 -8.602 15.752  0.10
O: 31.114 -8.603 13.856  0.01
C: 30.563 -9.871 13.477  -0.01
H: 31.904 -5.567 16.600  0.07
H: 31.169 -6.946 17.353  0.10
H: 30.148 -5.826 16.388  0.10
H: 30.781 -10.640 14.213  0.09
H: 31.018 -10.138 12.530  0.10
H: 29.489 -9.735 13.379  0.08
C: 28.992 -15.021 11.882  -0.05
O: 29.282 -13.824 12.588  0.00
C: 28.559 -13.597 13.685  -0.62
O: 27.856 -14.404 14.238  0.13
O: 28.823 -12.375 14.098  -0.01
C: 28.268 -11.970 15.347  -0.03
H: 29.401 -15.886 12.402  0.10
H: 29.591 -14.963 10.971  0.09
H: 27.957 -15.147 11.583  0.10
H: 27.195 -11.815 15.232  0.09
H: 28.738 -11.036 15.631  0.08
H: 28.337 -12.752 16.103  0.10
C: 33.766 -3.868 14.778  -0.02
O: 33.304 -2.573 14.424  0.03
C: 34.174 -1.590 14.403  -0.63
O: 35.355 -1.614 14.628  0.12
O: 33.517 -0.482 14.065  0.00
C: 34.181 0.748 14.039  -0.06
H: 33.633 -4.010 15.852  0.08
H: 34.810 -4.058 14.539  0.10
H: 33.139 -4.619 14.302  0.09
H: 33.435 1.521 13.875  0.09
H: 34.968 0.800 13.282  0.10
H: 34.697 0.965 14.981  0.09
C: 32.010 -2.021 20.637  -0.04
O: 33.079 -2.018 19.715  -0.01
C: 33.121 -2.953 18.782  -0.62
O: 32.331 -3.848 18.673  0.14
O: 34.194 -2.867 18.015  0.01
C: 35.145 -1.825 18.086  -0.03
H: 31.038 -1.738 20.232  0.10
H: 32.250 -1.378 21.475  0.09
H: 31.855 -3.045 20.988  0.10
H: 36.152 -2.193 17.895  0.10
H: 35.189 -1.416 19.098  0.09
H: 34.911 -1.052 17.357  0.09

SMILES string = COC(=O)OC.COC(=O)OC.COC(=O)OC.COC(=O)OC.COC(=O)OC.COC(=O)OC
E_HOMO = -10.556 eV
lowest unoccupied orbital energy = 0.62 eV
spin multiplicity = 1
orbital gap = 0.411 Ha

DFT (ωB97M-V/def2-TZVPD) results for 6 unconnected molecules or ions with the total composition C18H36O18.

Last column: Löwdin charge in e.
Geometry (Å):
C: 0.392 -3.261 -3.730  -0.03
O: 1.358 -3.889 -4.601  -0.03
C: 1.007 -4.354 -5.835  -0.48
O: -0.082 -4.107 -6.417  0.07
O: 1.833 -5.384 -6.226  -0.03
C: 1.668 -6.101 -7.470  -0.04
H: -0.566 -3.777 -3.664  0.10
H: 0.278 -2.199 -3.946  0.09
H: 0.804 -3.347 -2.724  0.09
H: 2.546 -6.736 -7.586  0.09
H: 1.652 -5.466 -8.357  0.09
H: 0.749 -6.676 -7.585  0.09
C: 0.198 0.734 2.143  -0.06
O: 1.261 1.126 1.330  -0.01
C: 1.100 1.888 0.232  -0.56
O: -0.009 2.128 -0.268  0.09
O: 2.295 2.326 -0.113  0.00
C: 2.455 3.247 -1.123  -0.06
H: -0.746 1.250 1.964  0.09
H: 0.393 0.932 3.197  0.10
H: -0.020 -0.293 1.851  0.10
H: 2.383 4.214 -0.626  0.10
H: 1.744 3.049 -1.926  0.10
H: 3.500 3.213 -1.435  0.10
C: 2.553 3.919 5.564  -0.02
O: 1.526 4.910 5.666  0.01
C: 0.629 4.911 6.636  -0.61
O: 0.459 4.036 7.461  0.11
O: -0.116 6.020 6.571  0.00
C: -1.342 5.947 7.327  -0.04
H: 3.480 4.439 5.803  0.09
H: 2.638 3.466 4.576  0.09
H: 2.404 3.103 6.272  0.09
H: -1.839 4.985 7.204  0.09
H: -2.073 6.733 7.141  0.09
H: -1.068 6.019 8.379  0.09
C: 4.997 -2.369 4.288  -0.03
O: 4.629 -3.713 4.651  -0.01
C: 3.510 -3.932 5.329  -0.55
O: 2.626 -3.018 5.565  0.03
O: 3.419 -5.221 5.553  0.00
C: 2.470 -5.881 6.417  -0.01
H: 4.235 -1.870 3.689  0.09
H: 5.878 -2.364 3.646  0.09
H: 5.156 -1.829 5.221  0.10
H: 1.699 -5.150 6.662  0.09
H: 2.956 -6.121 7.363  0.09
H: 2.042 -6.772 5.959  0.10
C: -2.704 2.978 -5.487  -0.01
O: -1.640 3.278 -6.462  -0.03
C: -1.379 2.433 -7.476  -0.60
O: -2.041 1.421 -7.738  0.10
O: -0.249 2.679 -8.112  0.01
C: 0.207 4.079 -8.183  -0.02
H: -2.654 1.971 -5.074  0.10
H: -3.729 3.305 -5.662  0.09
H: -2.468 3.777 -4.785  0.09
H: -0.524 4.620 -8.785  0.09
H: 1.174 4.069 -8.686  0.09
H: 0.332 4.665 -7.272  0.09
C: -5.626 0.746 0.868  0.01
O: -4.936 -0.510 1.061  0.04
C: -5.267 -1.470 0.325  -0.64
O: -6.251 -1.576 -0.450  0.06
O: -4.392 -2.461 0.546  -0.02
C: -4.371 -3.758 -0.152  0.00
H: -4.946 1.581 1.031  0.09
H: -6.393 0.728 1.643  0.10
H: -6.004 0.857 -0.149  0.10
H: -4.504 -3.563 -1.216  0.09
H: -5.256 -4.320 0.146  0.09
H: -3.440 -4.295 0.036  0.09

SMILES string = COC(=O)OC.COC(=O)OC.COC(=O)OC.COC(=O)OC.COC(=O)OC.COC(=O)OC
E_HOMO = -10.360 eV
lowest unoccupied orbital energy = 0.24 eV
spin multiplicity = 1
orbital gap = 0.390 Ha

Across the entries above, strongest force on any atom takes the values 1.411 12.409 2.591 19.080 1.607 6.712 eV/Å, respectively.